Record 1
ORCA calculation (ωB97M-V with the def2-TZVPD basis set) on C39H60AsF6GeN4OsP3 as an isolated structure.

Computed properties:
ΔE to the lowest compared entry with this formula, charge and spin: 0.000 eV
Largest force on an atom: 0.0227 Eh/bohr

The geometry in ORCA input format:
```
! wB97M-V def2-TZVPD RIJCOSX def2/J DEFGRID3
* xyz 4 5
H -2.884 0.892 -2.287
H -2.741 -2.238 -3.188
H 0.205 -3.408 4.077
H 5.558 1.871 0.607
N 0.017 2.469 -0.305
H 0.860 0.813 5.087
C 3.111 0.551 -2.567
H -1.756 -1.643 1.341
H 0.122 -3.342 -3.324
C -1.766 -2.432 -2.732
F 1.905 -7.287 -1.424
H 2.279 -1.455 -2.880
H 0.560 -1.051 3.780
C -0.820 3.509 -0.198
C -1.203 2.482 2.908
H 5.030 0.241 0.233
C 3.835 -1.970 0.966
H -3.720 2.155 3.665
H 4.061 -0.965 1.321
C 3.220 -2.591 3.325
P 1.128 -1.835 1.581
H 4.124 1.531 -4.180
H 3.213 1.042 2.048
C -0.084 2.678 5.456
N -1.813 2.206 1.624
H -1.134 4.559 5.567
H 2.629 -3.646 1.538
H -3.401 -0.663 -1.653
H -2.831 -1.118 -4.858
H 3.074 -0.748 -4.270
Os 0.770 -0.953 -0.625
H 4.754 -2.555 1.010
C -0.908 3.694 4.956
H 1.036 -4.545 2.981
H -3.612 6.184 0.057
H -1.203 2.120 -3.402
C -1.879 3.373 0.750
C -2.003 -3.220 -1.448
As 1.323 -5.750 -1.429
H -1.628 -1.887 3.098
H 3.513 2.813 -0.408
H 2.459 -2.949 4.016
F 2.351 -5.091 -0.208
H 0.408 1.616 -3.994
H -2.574 -4.117 -1.689
C -1.554 -2.381 2.126
C 3.453 1.810 -3.367
H 0.702 2.392 -2.283
C -3.418 0.778 0.544
C -5.230 1.004 2.652
C -2.886 4.300 0.807
C -0.667 1.509 -4.136
C -1.109 0.046 -4.116
F 1.129 -2.831 -1.105
C -5.607 0.352 1.470
F 2.212 -4.864 -2.570
H 0.035 4.828 -1.706
H -6.593 -0.084 1.387
C -1.759 5.626 -0.894
H 4.039 0.113 -2.188
H -0.388 -0.542 -4.688
H -0.890 1.923 -5.119
Ge -0.523 0.760 0.507
N 0.000 0.507 2.504
C 0.915 -0.538 2.880
C 3.503 1.817 0.046
C 4.927 1.281 -0.061
C -2.474 -0.093 -4.798
C -0.772 4.677 -1.001
C 2.780 -2.615 1.861
C 0.130 -3.963 3.140
H 1.905 -0.129 3.104
N -2.399 0.604 -0.308
F 0.034 -5.819 -2.534
H -1.712 6.520 -1.501
H 3.558 -1.602 3.641
H -2.358 0.252 -5.826
H -3.720 4.166 1.484
C -4.728 0.247 0.420
H -3.245 0.529 -4.341
H -1.314 -4.144 -3.941
H 1.979 2.233 1.565
C -1.469 3.586 3.674
P -1.091 -0.729 -2.408
H -2.571 -2.654 -0.703
C -0.199 -3.066 1.945
C 2.428 -0.515 -3.422
C 1.093 2.441 -1.264
H 5.339 1.405 -1.061
H 1.479 -0.169 -3.829
H -2.121 4.368 3.310
H 3.612 2.752 1.983
C -2.829 5.439 -0.010
H 3.970 2.561 -2.768
C -0.314 1.469 3.373
H -2.340 -3.136 2.089
H -0.784 -2.646 -4.676
C 3.038 1.964 1.494
H 0.322 2.760 6.456
H 3.519 -1.935 -0.081
H -0.685 -4.679 3.255
H -1.067 -3.551 -1.010
F 0.101 -5.704 -0.204
C 0.214 1.582 4.687
C -0.876 -3.170 -3.726
H 4.075 -3.262 3.423
C -3.093 1.527 1.717
H -0.227 -3.702 1.058
P 2.207 0.954 -1.003
C -2.590 0.066 -1.628
H -5.040 -0.264 -0.479
C -3.971 1.612 2.764
H -5.930 1.069 3.475
H 1.693 3.350 -1.185
H 2.573 2.269 -3.821
*
```

***

Record 2
ORCA calculation (ωB97M-V with the def2-TZVPD basis set) on C39H60Cl3GeN4P3SiY as an isolated structure.

Computed properties:
ΔE to the lowest compared entry with this formula, charge and spin: 0.379 eV
Largest force on an atom: 0.0139 Eh/bohr

The geometry in ORCA input format:
```
! wB97M-V def2-TZVPD RIJCOSX def2/J DEFGRID3
* xyz 2 2
H 5.378 1.688 -1.843
H -4.150 1.549 4.921
C 0.273 -5.191 -2.150
C -3.068 2.968 3.718
H -3.893 -4.490 -0.509
H 0.780 3.191 0.191
C -1.222 5.368 -1.548
C -1.359 0.811 3.198
Y -0.108 0.111 -2.118
H -0.555 -4.338 -4.754
C -2.520 -2.947 -1.102
H -2.279 -4.718 0.143
H -1.564 -3.011 -4.168
H -4.760 1.259 -0.816
C 0.991 0.342 3.501
H -4.156 -2.034 -0.035
C -0.821 -1.866 4.717
H -4.011 1.955 -2.250
H -0.419 -4.675 2.119
C -0.560 -3.864 2.818
H -2.245 5.590 -1.252
Ge 0.080 -0.207 0.865
H -3.706 3.799 3.986
H -3.056 4.016 -3.070
C 2.917 -0.543 0.481
N -0.316 1.993 1.499
H -3.360 0.485 -1.535
H -3.050 4.305 0.544
H -2.010 2.764 -3.751
H 4.253 0.496 2.662
H -3.023 -2.692 -2.040
H -0.571 -5.710 -1.697
C 3.360 1.761 -1.031
Cl -1.994 -0.300 -3.807
C 5.181 -1.366 -1.605
P 2.695 0.045 -1.256
N -0.312 -0.165 2.939
C 3.954 -0.588 -3.668
P -0.747 -2.605 -1.450
C -0.565 -1.554 3.392
H -0.999 -5.213 4.407
H 2.991 -0.421 -4.149
C 0.178 -3.048 0.081
C -0.375 -2.533 2.412
H -2.750 -2.356 0.982
H 4.523 0.342 -3.729
C 3.814 -1.056 -2.219
C 3.344 0.569 3.243
H 4.492 -1.338 -4.249
H -3.975 4.127 -0.947
P -1.210 2.512 -1.026
H -0.567 5.537 -0.693
H -2.618 -5.097 -1.553
H -2.779 1.739 0.539
C 2.865 2.762 -2.070
H 3.269 3.752 -1.854
H 5.865 -0.525 -1.692
H 1.075 -5.133 -1.415
H 4.397 1.195 4.989
C 4.880 1.852 -0.887
H -1.200 -3.432 6.128
H 0.790 -3.341 -3.076
H 0.161 0.850 5.410
C 1.059 0.773 4.810
N 1.884 -0.001 1.321
C -1.198 2.051 2.481
C -3.305 1.700 4.262
H -0.124 -4.056 0.357
C -3.653 3.612 -0.042
H -0.655 3.988 0.829
C -0.124 -3.819 -2.701
H 0.634 -5.811 -2.973
H 2.359 1.444 6.378
C -3.065 -2.018 -0.007
H 5.126 -1.665 -0.559
H -1.869 4.126 2.402
H -2.745 -0.979 -0.124
H 5.290 1.150 -0.162
C -2.445 0.624 4.010
H 3.236 -1.991 -2.213
H 5.143 2.857 -0.551
C -2.040 3.151 2.831
C 3.425 0.971 4.568
C 2.289 1.104 5.355
H -1.737 4.456 -4.147
H -1.889 -4.659 -3.660
C -1.084 3.969 -2.150
H -0.939 6.099 -2.307
Cl 0.746 1.311 -4.292
H 2.907 2.011 -0.062
H -2.641 -0.334 4.463
H 2.980 -1.640 0.505
C -0.996 -3.184 5.097
H -0.858 -1.090 5.469
C -0.257 3.031 0.495
C -2.027 3.778 -3.345
N -0.006 -2.103 1.154
H 5.622 -2.200 -2.154
C -2.931 2.309 -0.385
Cl -0.748 -0.111 -6.947
H 3.897 -0.173 0.780
H 1.233 -3.133 -0.217
C 2.106 0.283 2.662
Si 0.016 -0.733 -5.164
H 1.776 2.846 -2.079
H 3.178 2.492 -3.080
C -1.090 -3.952 -3.884
C -0.875 -4.174 4.130
C -3.804 1.452 -1.305
H -4.549 3.382 0.539
C -2.830 -4.401 -0.745
H -0.059 3.880 -2.526
*
```

***

Record 3
ORCA calculation (ωB97M-V with the def2-TZVPD basis set) on C39H60F36N9O24S12 as an isolated structure.

Computed properties:
Largest force on an atom: 0.1713 Eh/bohr

The geometry in ORCA input format:
```
! wB97M-V def2-TZVPD RIJCOSX def2/J DEFGRID3
* xyz -2 2
C -4.099 -0.144 -3.726
H 2.377 2.442 8.334
H 6.385 -3.655 0.575
H 5.368 0.577 -0.388
C 8.339 -2.881 0.853
C 2.183 2.269 6.216
C 0.104 1.126 4.036
N -1.814 0.315 -1.918
H -0.404 0.689 1.917
C -6.865 -2.604 -2.724
N 1.598 5.300 1.286
O 1.160 -4.292 -2.936
F -0.877 7.617 -0.623
O -7.130 -5.238 -1.969
H -0.638 4.574 2.780
F 2.565 -5.997 -5.286
H -2.726 2.449 -2.022
H 9.138 -3.103 1.560
H 5.684 -1.025 0.924
H -3.195 -0.603 -0.466
F 2.915 3.496 -3.878
F -8.685 2.138 -2.595
F -5.600 -0.206 3.361
S -7.064 3.070 -0.558
F 0.793 8.302 0.649
S -5.872 1.575 1.217
N 1.697 1.937 -7.254
C 2.041 -6.655 -4.281
S 0.862 -2.407 2.089
F -7.078 -2.668 -4.076
C 0.443 -4.332 5.817
H 6.931 -2.247 3.366
C 2.640 3.475 -5.180
H -4.045 -1.202 -3.980
H 9.613 0.345 1.857
H -4.680 0.896 -1.771
H 0.933 1.361 -1.723
C -0.749 1.329 2.729
H 3.016 0.927 7.644
C -1.611 0.358 -3.403
C 6.434 -2.325 2.400
F 3.015 3.824 3.362
H 8.571 -3.477 -0.029
F -7.117 -1.393 -2.242
H -2.705 0.296 -5.277
S 0.456 -2.861 4.529
S 0.912 5.573 -0.058
H -5.221 -0.642 -1.903
F -7.594 0.220 2.534
C 6.188 2.292 -1.369
H -0.616 4.269 5.410
O -5.876 2.671 2.180
O 0.313 -0.112 -6.691
F -6.394 -1.139 1.462
O -5.713 3.694 -0.688
H 2.373 3.298 5.911
H 5.959 -0.136 2.539
H 6.586 3.165 -0.852
C 6.288 -0.887 1.821
F -0.545 -5.223 5.565
H -0.121 0.099 4.325
C -6.362 -0.040 2.256
S 0.282 1.309 -7.163
O -0.145 4.726 -0.601
O 1.883 -1.326 2.078
H -1.795 1.022 2.729
F 0.554 -3.247 -0.352
H 8.405 1.196 0.071
C -0.093 7.244 0.402
H 2.103 -1.228 -1.254
O -7.246 -5.330 1.143
H 9.124 -1.196 -0.193
C -0.188 3.634 4.634
H 7.118 -4.182 2.024
O -0.939 -2.612 4.466
F 1.578 4.249 -5.438
H -1.111 -0.556 -3.722
O -9.433 -5.429 0.118
C 7.384 0.968 0.377
H 8.282 0.759 2.964
H 5.150 2.475 -1.645
F -3.457 -4.777 -5.451
F 0.884 0.602 -9.558
F 0.225 -3.863 7.095
C 7.009 -3.299 1.395
H -1.850 2.623 6.378
H -1.032 2.343 -1.596
S -7.911 -4.028 -1.907
O 1.272 -1.786 5.123
O -9.169 -4.094 -2.582
O -1.708 -4.342 -2.247
H 5.416 -2.629 2.647
O -4.482 1.304 0.828
H 0.887 -0.149 -2.765
N -0.196 2.163 5.141
H 1.169 1.268 3.853
H 0.792 4.088 4.481
O 1.714 1.010 -4.677
H 8.898 -1.002 2.685
H -1.145 2.839 1.244
N -7.055 1.553 -0.077
C 0.666 1.943 6.381
C -0.214 1.124 -8.951
S -1.561 -4.362 -3.733
O -0.756 2.154 -6.568
S 0.596 -5.561 -3.421
H 3.933 2.391 7.533
C -0.621 2.656 2.182
C -9.269 -3.873 2.252
C -1.997 1.851 -1.475
F 1.334 -7.740 -4.697
F -7.716 4.139 -3.051
N 7.609 -0.357 1.189
S 2.784 4.292 0.660
C 2.916 2.002 7.494
H 6.526 0.203 -1.511
N -0.339 -5.380 -4.580
H -1.727 0.889 6.117
F -1.155 0.203 -9.021
F 4.683 3.161 2.266
F -4.114 -4.772 -3.488
H -0.524 -1.367 -1.410
F 1.604 -4.920 5.794
C -1.572 1.862 5.649
F 3.742 3.926 -5.806
H -2.845 -1.547 -1.931
H -4.979 0.262 -4.225
C 8.165 -1.507 0.224
O -0.463 -1.816 1.768
O 0.126 -6.490 -2.331
H 7.084 1.673 1.151
H 0.520 0.901 6.667
N 1.041 -3.540 3.314
H -3.027 1.627 -4.499
C 3.372 3.174 2.266
F -3.224 -6.569 -4.181
F -10.358 -3.120 2.002
H -2.266 1.931 4.812
C -3.054 -0.550 -1.546
F 2.759 1.921 2.126
O 3.777 1.050 -5.908
H -2.297 1.780 -0.430
O 2.394 3.275 -0.308
F -8.413 -3.090 2.882
H 0.447 2.724 1.977
N -8.139 -3.350 -0.330
F -0.552 2.342 -9.435
C -0.558 -0.300 -1.192
H 2.911 0.331 -1.095
F -9.702 -4.929 3.023
C 1.236 -3.684 0.666
S -8.400 -4.535 0.618
H 7.369 -1.576 -0.518
H 1.791 -0.145 0.169
F -0.744 7.089 1.522
C 1.980 -0.203 -0.903
S 2.464 1.656 -5.707
H 2.558 1.642 5.408
F 2.548 -3.745 0.345
C -2.839 0.586 -4.235
C -0.926 3.636 3.254
F -5.617 -2.720 -2.529
C 8.680 -0.006 2.298
C -3.189 -5.211 -4.280
O 1.751 6.034 -1.170
H -1.979 3.670 3.535
H -0.867 1.102 -3.688
O -7.984 3.899 0.173
F 0.781 -4.944 1.061
H 6.790 2.324 -2.277
C -4.353 -0.052 -2.199
F -6.662 2.224 -3.156
F 2.993 -6.953 -3.334
H -0.749 -0.257 -0.120
C 0.790 0.281 -1.768
C 6.309 0.972 -0.769
C -7.586 2.961 -2.474
O 3.988 5.056 0.326
O -1.580 -3.055 -4.331
H 0.236 2.537 7.187
*
```

***

Short version: total energy = -7766.45273, -6550.23863, -12193.51284 Ha, in the order given.